[1]
C31H40ClGe2LuN2O4 | ωB97M-V with the def2-TZVPD basis set

Geometry as XYZ:
```
81
C31H40ClGe2LuN2O4 (ωB97M-V with the def2-TZVPD basis set)
Lu 0.41 0.97 1.03
O -0.16 -0.35 4.91
C -0.42 0.16 3.81
O 0.57 0.51 2.94
C -1.79 0.20 3.25
C -2.87 -0.38 3.97
C -4.13 -0.45 3.45
C -4.34 0.04 2.12
C -3.29 0.65 1.46
N -2.06 0.71 2.00
H -2.62 -0.80 4.94
H -4.98 -0.87 4.08
H -5.30 -0.19 1.47
H -3.38 1.17 0.50
N 5.50 1.34 0.19
C 4.41 2.06 0.82
C 2.93 1.68 0.79
O 2.04 2.56 1.04
O 2.59 0.47 0.47
H 5.13 0.86 -0.64
H 5.74 0.54 0.80
H 4.38 3.12 0.46
H 4.69 2.08 1.91
C -0.61 -4.48 1.98
C -0.87 -2.97 1.94
Ge 0.54 -1.95 0.93
C 2.24 -2.88 1.62
C 2.58 -2.61 3.08
C 0.51 -2.81 -0.93
C 0.45 -2.00 -2.01
Ge -0.60 -0.38 -1.48
C -2.48 -0.94 -1.89
C -2.64 -2.10 -2.86
C -0.24 1.14 -2.76
C -0.73 1.09 -4.19
C 1.31 -2.23 -3.19
C 1.17 -3.45 -3.89
C 1.66 -3.59 -5.19
C 2.39 -2.54 -5.76
C 2.57 -1.33 -5.09
C 2.01 -1.17 -3.82
H -1.60 -4.93 2.13
H 0.11 -4.65 2.78
H -0.14 -4.91 1.10
H -0.88 -2.63 2.99
H -1.75 -2.64 1.37
H 3.07 -2.59 0.98
H 2.28 -3.95 1.35
H 2.82 -1.53 3.18
H 3.53 -3.05 3.42
H 1.74 -2.69 3.72
H 0.83 -3.90 -1.02
H -2.88 0.06 -2.20
H -3.07 -1.11 -0.92
H -2.32 -1.79 -3.85
H -3.71 -2.29 -2.99
H -2.16 -3.05 -2.67
H 0.85 1.17 -2.71
H -0.71 1.97 -2.27
H 0.06 0.73 -4.88
H -1.10 2.01 -4.51
H -1.71 0.51 -4.30
H 0.54 -4.21 -3.47
H 1.51 -4.54 -5.71
H 2.89 -2.75 -6.71
H 3.12 -0.47 -5.54
H 2.00 -0.14 -3.44
Cl -1.57 7.69 3.81
C -1.28 6.41 2.71
C -2.15 5.30 2.83
C -1.97 4.20 2.02
C -0.97 4.31 1.01
C -0.79 3.17 0.16
C -0.28 5.54 0.76
C -0.38 6.55 1.66
H -2.93 5.36 3.56
H -2.29 3.19 2.28
H 0.08 3.13 -0.48
H -1.74 2.61 -0.05
H 0.51 5.55 0.05
H 0.18 7.51 1.54
```

- Frontier orbital gap (alpha / beta): 4.50 / 6.15 eV
- Spin multiplicity: 1
- LUMO (alpha / beta): -2.28 / -1.35 eV

Now the Löwdin charges, all in e: 1.417 0.080 -0.505 -0.286 -0.178 -0.007 -0.037 -0.045 -0.161 0.032 0.127 0.136 0.150 0.106 -0.001 -0.211 -0.608 -0.141 -0.163 0.076 0.082 0.126 0.145 -0.174 -0.399 0.864 -0.368 -0.183 -0.259 -0.402 0.854 -0.400 -0.182 -0.403 -0.156 -0.225 -0.049 -0.081 -0.111 -0.102 -0.055 0.070 0.065 0.047 0.048 0.039 0.045 0.061 0.065 0.073 0.039 0.080 0.051 0.054 0.058 0.066 0.060 0.023 0.004 0.076 0.033 0.076 0.101 0.101 0.100 0.115 0.088 0.717 -0.673 -0.090 -0.019 -0.276 -0.052 -0.014 -0.099 0.097 0.097 0.050 0.077 0.113 0.132

---

[2]
C5H13NO | ωB97M-V with the def2-TZVPD basis set

Geometry as XYZ:
```
20
C5H13NO (ωB97M-V with the def2-TZVPD basis set)
C -1.03 2.29 -1.38
C -0.68 0.76 -1.38
C 0.36 0.55 -0.21
C 1.23 -0.31 -0.54
N 2.27 -0.87 0.16
C 2.12 -1.36 1.53
H -1.46 2.66 -2.30
H 0.08 2.76 -1.34
H -1.50 2.54 -0.52
H -1.65 0.36 -1.33
H -0.16 0.60 -2.26
H 0.48 1.41 0.43
H 1.30 -0.75 -1.55
H 3.07 -1.03 -0.42
H 1.55 -0.54 2.09
H 1.44 -2.25 1.64
H 2.98 -1.68 2.09
H -3.07 -1.03 2.09
H -3.99 -2.09 1.25
O -3.35 -2.02 1.94
```

- Frontier orbital gap (alpha / beta): 2.41 / 8.30 eV
- Charge: -1
- Spin multiplicity: 2
- LUMO (alpha / beta): 3.68 / 3.55 eV
- Relative energy (zero: lowest compared OMol25 entry of this formula, charge and spin): 80.3 kcal per mole

Now the natural (NBO) charges, all in e: -0.655 -0.511 -0.352 -0.009 -0.655 -0.485 0.193 0.155 0.188 0.197 0.175 0.213 0.149 0.371 0.199 0.183 0.192 0.308 0.387 -1.244

---

[3]
C3H14N2O2 | ωB97M-V with the def2-TZVPD basis set

Geometry as XYZ:
```
21
C3H14N2O2 (ωB97M-V with the def2-TZVPD basis set)
N 0.17 -0.22 1.31
C 0.99 -0.95 0.30
C 0.62 -0.53 -1.13
C 0.54 -1.72 -2.08
N 1.02 -1.22 -3.48
H 0.42 -0.50 2.24
H -0.69 -0.79 1.20
H 0.56 -1.94 0.34
H 2.18 -1.09 0.37
H -0.33 0.06 -1.09
H 1.44 0.20 -1.41
H -0.55 -2.08 -2.23
H 1.21 -2.67 -2.03
H 0.94 -2.04 -4.08
H 0.27 -0.60 -3.79
O -1.29 2.52 1.17
H -0.94 1.62 1.23
H -0.68 3.19 0.73
O -1.61 2.83 4.42
H -2.51 3.06 4.58
H -1.75 2.87 3.44
```

- Frontier orbital gap: 10.61 eV
- Spin multiplicity: 1
- LUMO: 0.84 eV
- Relative energy (zero: lowest compared OMol25 entry of this formula, charge and spin): 46.1 kcal per mole

Now the natural (NBO) charges, all in e: -0.849 -0.213 -0.451 -0.238 -0.823 0.366 0.352 0.159 0.205 0.216 0.223 0.178 0.205 0.343 0.340 -1.003 0.507 0.485 -0.939 0.454 0.482